# 1
The following is a DFT calculation (ωB97M-V/def2-TZVPD) of a molecular structure, C24H27HgNOSi in a non-equilibrium geometry.

Geometry as XYZ:
```
55
Properties=species:S:1:pos:R:3:forces:R:3
H -0.9398 -1.0476 -0.6142 0.0 0.3 0.0
H 0.5755 -1.7606 -1.2280 -0.6 -0.2 0.2
Si 0.8496 0.6321 -2.7976 0.3 1.0 -0.8
C -1.9462 1.1124 -3.1935 0.0 0.2 -0.6
C 0.4206 -2.8410 2.3383 -0.3 0.6 0.4
H 3.4256 1.0436 -3.9543 -0.1 -0.4 -0.1
H -3.9631 1.7778 -3.4716 0.1 0.1 -0.2
H -0.8090 -1.5559 -2.3294 0.1 0.2 0.6
C -0.4991 2.8491 -0.6310 -3.0 -0.1 -0.1
H 2.3691 -3.6268 2.0314 0.0 0.0 0.2
C 1.5832 -1.8405 -4.1658 1.2 0.3 -0.2
C -0.4802 1.3137 -5.1400 -0.6 0.2 0.4
H 1.4690 1.9416 -3.2420 0.4 -0.1 0.8
C -0.5350 -1.8082 -1.2753 2.2 3.3 -1.3
C 3.1593 0.0151 -4.2216 -0.2 -0.4 0.2
H 1.7118 -2.3519 3.9732 -0.2 0.2 -0.1
C 0.5248 2.3735 0.2417 0.0 -1.5 2.5
Hg -1.3428 -3.5484 -0.9946 -2.1 -3.3 -0.6
H -2.1274 0.7576 -2.1677 0.2 0.3 -0.5
H 4.9585 -0.2628 -5.3516 -0.4 -0.3 0.1
H -3.5820 2.5221 -5.8400 0.2 -0.1 0.2
H 0.6345 -2.2707 -3.8776 0.0 0.0 0.1
C 2.4844 -2.5939 -4.9423 -0.3 0.3 0.3
H 0.4892 1.1280 -5.6048 -0.2 0.2 0.1
C -1.5299 -1.6621 2.1383 0.2 0.3 1.0
H 0.1240 -0.5854 4.9182 0.1 -0.4 -0.4
C -1.7599 2.5904 -0.0212 1.3 0.4 -1.0
C 3.7052 -2.0570 -5.3571 -0.2 0.6 0.1
C -0.1060 1.8298 1.3990 1.1 0.5 -1.2
H 4.3850 -2.6405 -5.9807 -0.2 0.1 0.2
C -2.7662 2.0869 -5.2585 -0.1 -0.1 0.1
C 4.0244 -0.7295 -5.0154 0.1 -0.3 -0.1
O 1.2417 -3.9796 0.3604 0.1 0.0 -0.4
H 1.1032 -4.8553 2.1928 0.0 0.0 0.3
H -2.2683 1.6122 1.9357 0.0 0.1 -0.1
C 1.3399 -3.8773 1.7650 0.5 -0.5 0.2
H 1.5910 2.4014 0.0386 -0.2 0.1 0.1
H -2.4163 -1.4160 1.5455 0.2 -0.3 0.1
C -1.2812 -0.9302 3.3200 -0.3 -0.2 -0.9
C -0.6798 0.9918 -3.7856 -0.8 -0.7 0.2
H -1.3553 2.1390 -6.9104 -0.2 0.1 0.2
H -2.7285 2.8235 -0.4563 0.3 -0.1 0.2
C 0.7591 -2.1231 3.4948 0.5 -0.3 0.0
N -0.7274 -2.6365 1.7057 -0.4 0.4 -0.2
H 1.9570 -4.5618 0.0552 -0.4 0.3 0.1
H -2.3378 -4.8410 -1.4690 0.4 -0.1 0.8
H -2.0107 -0.1816 3.6266 0.3 -0.1 0.0
H 0.4004 1.3908 2.2513 -0.1 0.1 -0.2
C -1.5249 1.8891 -5.8655 0.2 -0.4 0.2
C -0.0999 -1.1611 4.0134 -0.3 -0.1 -0.1
C -2.9839 1.6823 -3.9346 0.1 -0.1 -0.2
C -1.5173 1.9534 1.2346 0.7 0.4 -0.7
H -0.3517 3.3129 -1.6024 0.0 -0.1 0.2
H 2.2088 -3.6105 -5.2088 0.1 0.1 -0.1
C 1.9422 -0.5390 -3.7564 0.2 -0.3 -0.4
```
Positions in Å, forces in eV/Å.

F_max (eV/Å): 4.11
Gap between HOMO and LUMO (alpha / beta) (hartree): 0.20362 / 0.26353
E_LUMO (alpha / beta) (eV): -1.73 / -0.79
E_tot (eV): -40909.9269
HOMO energy (alpha / beta) (Ha): -0.2672 / -0.2925

# 2
The following is a DFT calculation (ωB97M-V/def2-TZVPD) of a molecular structure, C24H27LiN3OP2 in a non-equilibrium geometry.

Geometry as XYZ:
```
58
Properties=species:S:1:pos:R:3:forces:R:3
C -3.7730 -4.1087 0.8923 0.9 -0.6 -0.2
C 1.7447 2.4477 -1.1184 1.9 0.3 -0.5
C 3.1932 4.1111 -2.1958 -0.1 0.3 -0.3
C -2.1200 -0.0578 -0.1830 -0.1 1.0 0.3
C 0.2159 -2.1353 2.6532 -0.1 0.0 -0.8
H -3.4517 1.3316 -1.1629 0.1 0.1 0.0
N 3.3830 3.3916 -3.4492 -0.1 0.8 -0.3
H 0.8041 2.3415 -0.6626 -1.3 -0.2 0.7
C 1.0192 -2.3147 5.2638 1.2 1.5 0.0
C 1.3150 -1.3682 3.0795 -0.8 -0.3 0.0
H 3.8014 1.4352 -4.1090 -0.2 0.1 0.0
C 0.7212 2.0256 -3.7231 1.9 -0.8 0.5
P -0.4492 -1.8501 0.9710 0.0 0.0 1.3
C -1.4351 -0.3542 1.0176 -0.9 0.1 -0.4
Li 1.5383 -0.9964 -1.3978 -0.1 -0.3 0.2
C -0.0179 -3.0797 4.8307 -0.3 -1.1 0.6
H -0.5011 -3.7682 5.5143 -0.1 0.2 0.0
N 0.9718 3.4220 -3.8004 0.1 1.4 -1.0
H -2.5534 2.2302 2.9768 0.1 -0.5 -0.8
C -0.4091 -3.0433 3.5177 -0.8 0.8 -1.3
H -0.0413 -4.7027 0.2613 -0.6 0.3 -0.2
H 0.8685 1.5880 -4.7034 0.1 -0.2 -0.2
H -0.2557 1.7526 -3.4144 -1.1 0.1 0.4
H 3.1938 5.1961 -2.4393 0.1 -0.6 0.3
C 1.7241 -1.4551 4.3787 -1.3 -1.6 1.0
C -3.2944 -5.4153 0.6789 -0.7 1.0 0.4
H -1.3157 -3.5700 3.1788 0.7 0.0 0.2
C 2.3144 3.7754 -4.3805 -0.5 -1.9 1.5
C -2.4166 1.6011 2.0738 0.2 0.1 0.6
C -2.9069 -3.0112 0.8674 -1.1 -0.7 0.0
C 0.7978 4.1613 -2.5569 0.8 -0.5 0.4
H 1.7786 -0.6424 2.4513 0.3 0.2 -0.7
H -3.5900 2.8330 0.8376 -0.3 0.4 -0.2
C -1.9713 -5.5784 0.3546 0.8 -0.6 -0.3
H 2.5274 2.3333 -0.3597 -0.2 -0.5 0.0
N 1.8970 3.8035 -1.5959 -1.1 1.1 0.0
P 1.9667 1.1763 -2.4724 -0.4 0.9 -0.6
O 0.5986 -1.7165 -0.0826 1.0 0.1 -0.8
H 2.3073 4.8390 -4.5190 0.2 0.5 -0.3
C -2.9015 1.1038 -0.2585 0.5 -0.3 0.8
H -3.2913 -2.0228 1.0213 -0.3 0.2 0.2
H 1.2533 -2.2658 6.3190 0.2 -0.3 0.0
C -1.1209 -4.4853 0.3537 1.5 -0.2 0.3
H 2.5443 -0.9203 4.7563 0.9 0.8 0.3
H -1.1682 0.1790 3.0794 -0.1 0.0 -0.1
H 0.8091 5.2496 -2.7357 0.2 -0.4 -0.1
H -3.9516 -6.2615 0.8459 0.0 0.1 -0.3
H -2.0379 -0.7235 -1.0379 0.0 0.1 0.0
H -0.1919 3.9276 -2.1401 0.4 -0.1 0.2
C 3.5023 1.9676 -3.1991 0.5 0.0 -0.2
H -4.8112 -3.9886 1.0774 -0.7 0.3 0.2
C -1.5572 -3.1925 0.6483 -0.2 -0.7 -0.1
H -1.5506 -6.5695 0.1205 -0.3 0.6 0.3
H 4.0583 3.8830 -1.5392 -0.7 0.1 0.0
C -3.0014 1.9432 0.8783 -0.2 -0.7 -0.9
H 4.3654 1.9092 -2.5284 -0.2 -0.5 0.2
H 2.5198 3.1959 -5.2728 -0.4 0.2 -0.5
C -1.6487 0.4433 2.1390 0.6 -0.2 0.3
```
Positions in Å, forces in eV/Å.

F_max (eV/Å): 2.50
Gap between HOMO and LUMO (hartree): 0.30628
Total charge: +1
E_LUMO (eV): -2.36
E_tot (eV): -50623.0068
HOMO energy (Ha): -0.3929

Question: E_tot of number 2 (C24H27LiN3OP2)?
Answer: -50623.0068 eV